(1)
Computed, not measured: an isolated molecule of C10H14O2 in a non-equilibrium geometry, with ωB97M-V/def2-TZVPD.

- Gap between HOMO and LUMO (spin up / spin down): 0.2710 / 0.2583 hartree
- Energy: -14687.3532 eV
- HOMO energy (spin up / spin down): -6.822 / -6.538 eV
- Energy above the lowest of the compared OMol25 structures with the same formula, charge and spin: 110.06 kcal per mole

Atoms and positions in Å:
C -1.17428 0.86459 -1.99505
C -1.88230 0.04852 -1.17934
C 0.30122 1.24593 -1.80493
C 0.36613 -1.36304 1.57280
C 1.63331 -0.56756 1.35463
C -0.19418 0.93905 1.10265
C -0.81312 -0.39465 1.18954
C 1.19439 0.67985 0.54104
C -1.48794 -0.79079 -0.12536
C 1.12021 0.40965 -0.87411
O -2.12115 -2.03142 0.03501
O 2.10930 -0.30830 -1.46704
H -1.61342 1.23610 -2.89816
H -2.81659 -0.26766 -1.55185
H 0.63201 1.12883 -2.80098
H 0.33712 2.26117 -1.41610
H 0.48331 -2.35504 0.97437
H 0.33520 -1.60163 2.73359
H 1.94235 -0.01826 2.25615
H 2.32325 -1.04064 0.73247
H -0.83325 1.69773 0.43730
H -0.17327 1.30373 2.09963
H -1.69486 -0.57736 1.95827
H 1.88484 1.61123 0.80006
H -2.85819 -2.04371 -0.53911
H 2.99991 -0.06632 -1.13546

Atomic forces in eV per Å
C 0.909 0.225 1.226
C 0.643 -0.663 -0.665
C -1.715 -1.101 0.814
C 0.243 -1.815 1.697
C -1.157 2.929 0.239
C -1.476 2.385 -1.581
C -2.278 -3.058 -0.358
C 0.658 1.598 1.320
C 0.719 -0.478 1.961
C -0.632 0.023 -1.102
O 1.442 1.255 0.776
O 1.076 -0.027 -0.316
H -0.416 0.313 -0.176
H -1.376 -0.127 -0.738
H 1.210 0.463 -1.006
H 0.139 0.505 -0.399
H -0.925 1.708 1.127
H -0.241 0.072 -2.429
H 0.747 -1.242 0.073
H 1.714 -1.077 0.012
H 1.337 -1.579 1.615
H 0.404 0.850 0.874
H 1.760 0.864 -1.171
H -0.899 -1.521 -0.562
H -1.275 -0.316 -1.189
H -0.613 -0.185 -0.043


(2)
Computed, not measured: an isolated molecule of C10H14O2 in a non-equilibrium geometry, with ωB97M-V/def2-TZVPD.

- Gap between HOMO and LUMO: 0.3535 hartree
- Energy: -14690.0032 eV
- HOMO energy: -8.767 eV
- Energy above the lowest of the compared OMol25 structures with the same formula, charge and spin: 48.95 kcal per mole

Atoms and positions in Å:
C 0.07946 -0.31192 1.71588
C -0.07146 0.45160 -1.85575
C 0.73056 1.09962 1.53540
C 1.16968 1.16280 0.08533
C -0.08186 1.86761 0.62840
C -0.36325 -0.55827 0.32726
C 0.72822 -0.04092 -0.66874
C -1.15129 0.94390 0.02653
C -1.18827 -1.78030 0.17161
C 1.64484 -1.13431 -0.99875
O -1.21810 1.07003 -1.34029
O -2.41091 0.99680 0.65152
H 0.87021 -0.94665 2.16366
H -0.75122 -0.23016 2.40361
H 0.44191 1.25719 -2.41288
H -0.30021 -0.35771 -2.60133
H 1.31629 1.65820 2.26702
H 2.17796 1.70159 -0.01337
H -0.10309 2.99492 0.63198
H -2.01282 -1.56168 0.93725
H -0.63904 -2.62262 0.55293
H -1.60898 -2.00866 -0.90257
H 2.40554 -1.23225 -0.20668
H 2.32053 -1.07383 -1.89841
H 0.94958 -1.94638 -1.11026
H -2.93429 0.60138 -0.08935

Atomic forces in eV per Å
C 2.148 1.596 1.485
C 0.630 0.045 -1.830
C 0.272 -1.521 0.904
C 2.328 1.813 1.487
C -0.542 1.442 -1.889
C -0.605 3.755 -1.437
C -0.661 -0.263 0.097
C 0.472 -1.324 2.814
C -2.051 0.383 -0.820
C 2.541 -0.287 -0.675
O -1.560 -0.142 -0.231
O 0.114 -0.164 -2.161
H -0.581 -0.267 -0.454
H -0.341 -0.248 0.209
H 0.299 -0.568 0.119
H -0.171 0.516 0.711
H -0.162 -0.631 0.025
H -1.830 -0.782 -0.562
H -0.412 -1.494 -0.023
H 0.550 -0.785 -1.356
H 0.153 -0.622 -0.060
H 0.737 0.526 2.117
H -0.637 -0.602 0.134
H -1.058 0.359 0.395
H 0.571 -1.145 -0.113
H -0.205 0.408 1.116


(3)
Computed, not measured: a cluster of 2 separate species, C10H14OSi in total in a non-equilibrium geometry, with ωB97M-V/def2-TZVPD.

- Gap between HOMO and LUMO: 0.2677 hartree
- Energy: -20518.8212 eV
- HOMO energy: -6.995 eV
- Energy above the lowest of the compared OMol25 structures with the same formula, charge and spin: 76.91 kcal per mole

Atoms and positions in Å:
C -3.59522 -1.34718 0.61072
C -2.76161 -0.87836 1.56353
C -3.42076 -0.93774 -0.72757
C -1.67228 0.10555 1.40263
C -2.33365 -0.11678 -1.03670
C -1.50853 0.47961 -0.01244
C 0.02309 2.34053 -0.97739
C -0.65956 1.40411 -0.41005
C 2.03336 -1.17263 -1.10747
C 4.47411 0.30395 0.44061
O 1.60033 0.70163 1.01296
Si 2.68031 0.06971 0.13116
H -4.37324 -1.96872 0.91314
H -3.01259 -1.00330 2.60777
H -4.16526 -1.34241 -1.35868
H -1.88822 0.98438 2.02210
H -2.01696 0.31130 -1.99218
H 1.04515 2.13598 -1.38157
H -0.33721 3.28847 -1.11250
H 2.44316 -2.09157 -0.85727
H 0.96467 -1.26264 -1.09562
H 2.28859 -1.01814 -2.12352
H 4.85668 1.39691 0.24394
H 4.74637 0.28203 1.55396
H 5.20976 -0.32449 0.02825
H -0.62048 -0.34020 1.66217

Atomic forces in eV per Å
C 2.233 1.354 2.131
C -1.261 -0.094 0.868
C 2.732 1.578 -1.241
C 1.941 -1.001 0.153
C -2.138 -0.934 -0.413
C 0.530 0.919 -0.407
C 2.093 -2.078 -0.435
C -0.659 -0.307 -0.239
C 0.048 1.543 0.150
C 1.430 2.974 2.026
O 0.729 -0.018 0.124
Si -1.405 -0.266 0.403
H -1.313 -0.959 0.241
H -0.062 -0.705 0.130
H -0.191 0.025 -1.447
H 0.380 -0.229 0.094
H -0.889 -0.695 -0.212
H -0.803 0.237 0.494
H -0.932 2.329 -0.291
H 0.840 -2.052 0.550
H -0.593 0.233 0.448
H 0.558 0.398 -1.103
H -1.039 -1.831 -0.109
H -1.002 -0.211 -1.191
H 0.607 -1.000 -1.044
H -1.834 0.790 0.320


(4)
Computed, not measured: a structure of composition C10H15AlClFTi in a non-equilibrium geometry, with ωB97M-V/def2-TZVPD.

- Gap between HOMO and LUMO (spin up / spin down): 0.2176 / 0.2031 hartree
- Energy: -55562.9276 eV
- Expectation value of S²: 0.782
- Spin multiplicity: 2
- HOMO energy (spin up / spin down): -3.193 / -2.901 eV
- Energy above the lowest of the compared OMol25 structures with the same formula, charge and spin: 89.12 kcal per mole
- Total charge: -1

Atoms and positions in Å:
Ti -0.97838 -2.49857 -1.75191
Cl -0.76404 -1.99749 -3.82928
C -2.65182 -1.96387 -0.87166
C -0.24209 -4.30434 -1.06678
H -3.11463 -2.85381 -0.43461
H -2.42874 -1.15849 -0.14014
H -3.27287 -1.55629 -1.73423
H -1.10986 -4.74436 -0.52532
H 0.61953 -4.22258 -0.36934
H 0.03846 -4.91462 -1.94087
Al 0.78512 0.49288 0.24619
C 1.95247 1.98550 0.81707
C 2.33461 -0.85921 -0.08619
H 2.57032 1.61825 1.67011
H 2.64683 2.26471 0.00443
H 1.39063 2.89315 1.15462
H 2.16853 -1.14675 -1.19887
H 2.15710 -2.01075 0.27157
F -4.94218 2.10266 2.19285
C -3.64008 1.73669 1.79465
C -3.25335 2.12765 0.48954
C -1.96817 1.70184 0.07410
C -1.13452 0.93410 0.85659
C -1.60053 0.62586 2.19815
C -2.83551 1.03775 2.61030
H -3.90703 2.68992 -0.14749
H -1.64106 1.98945 -0.93620
H -0.93008 0.03981 2.84346
H -3.19752 0.76639 3.64217

Atomic forces in eV per Å
Ti 1.965 -0.149 1.425
Cl 0.110 0.427 -1.999
C -1.684 0.991 -0.292
C 0.078 -0.408 0.346
H -0.192 0.268 0.134
H -0.327 -0.446 -0.258
H 0.394 -0.377 1.137
H 0.506 -0.081 -0.302
H -0.452 0.021 -0.409
H -0.116 -0.091 0.381
Al 1.802 -1.124 0.680
C -0.527 1.168 0.322
C -2.800 -2.550 -0.914
H -0.403 0.121 -0.592
H -0.151 -0.076 0.340
H 0.550 -0.383 -0.208
H 0.658 0.680 0.648
H 0.180 2.162 -0.149
F 1.490 -0.466 -0.107
C -1.968 1.975 -2.851
C 0.827 -1.120 1.559
C -1.178 0.678 -0.542
C 0.556 -0.700 1.813
C 1.742 -0.046 -2.334
C -0.380 -1.234 3.215
H -0.243 0.178 -0.103
H -0.211 -0.077 0.343
H -0.536 0.288 -0.108
H 0.309 0.373 -1.176


- Which of these has the highest energy above the lowest of the compared OMol25 structures with the same formula, charge and spin?
  number 1


- What is the formula in the first record?
  C10H14O2


- The highest energy above the lowest of the compared OMol25 structures with the same formula, charge and spin belongs to which entry?
  number 1


- Which of these has the highest energy?
  number 1